Formula: CH2FKLiO
Source: the Open Molecules 2025 dataset
Level of theory: ωB97M-V/def2-TZVPD

Kohn-Sham gap (spin up / spin down) = 4.89 / 7.47 eV
Multiplicity = 2
Total charge = 0

Each line ends with the Löwdin spin population.
Element x y z (Å)
1 O 0.469 -0.010 0.153  0.297
2 K 1.273 0.295 2.530  0.041
3 F -0.747 -2.869 -1.407  0.000
4 H -1.264 1.065 -0.392  0.044
5 H 0.325 2.053 -0.222  0.053
6 Li 0.170 -1.654 -0.630  0.003
7 C -0.227 1.120 -0.033  0.562

=====

Formula: CH2FN
Source: the Open Molecules 2025 dataset
Level of theory: ωB97M-V/def2-TZVPD

Kohn-Sham gap (spin up / spin down) = 6.72 / 7.75 eV
Multiplicity = 3
Total charge = 0

Each line ends with the Löwdin spin population.
Element x y z (Å)
1 H 0.564 0.535 1.920  0.096
2 N 0.548 0.582 -0.218  0.959
3 F -1.268 -1.000 -1.312  0.018
4 C 0.654 0.479 0.898  0.926
5 H -0.498 -0.596 -1.288  0.000

=====

no.,E (eV),strongest force on any atom (eV/Å)
1,-22364.645,0.90
2,-5268.457,18.32